[1]
DFT (the ωB97M-V functional and the def2-TZVPD basis) results for a structure of composition C31H23F9GaN2OSb in a non-equilibrium geometry.

```
68
Properties=species:S:1:pos:R:3:lowdin_charge:R:1
Sb -0.9644 -1.1579 -0.7408 1.588
Ga 0.3570 0.8294 1.0010 0.552
F 3.4541 -1.5759 -5.2910 0.078
F 0.1493 3.1956 -0.5495 0.078
F -1.0825 5.0039 -0.1190 0.162
F -3.3048 -7.0799 0.0231 0.065
F 0.9909 3.8799 3.5753 0.141
F -1.9390 2.9312 -0.0239 0.120
F 0.8061 5.5679 2.1599 0.154
F 1.9267 3.8148 1.5108 0.117
F -6.0370 1.7265 -3.1815 0.082
O -0.2926 2.1660 2.0251 -0.129
N 0.6322 -0.3051 2.8360 0.102
N 2.2141 0.8216 0.8300 0.030
C -1.6710 4.0199 2.6368 0.039
C 0.5419 -1.3330 -2.2969 -0.411
C -2.9617 -4.8947 0.8061 0.007
C 2.0915 -0.1801 3.0431 -0.190
C -1.8767 -3.2139 -0.5879 -0.322
C -2.0519 -4.0800 -1.6788 -0.088
C 0.8159 4.1987 2.2502 -0.444
C 2.6861 -0.4688 4.2622 0.051
C 4.3156 1.5099 -0.1060 0.020
C 2.8401 0.3978 2.0106 -0.110
C -2.3244 -3.6517 0.6239 -0.144
C 4.7925 0.4266 3.3824 0.020
C 4.2313 0.6695 2.1193 -0.133
C -2.9041 -5.7805 -0.2165 -0.227
C -2.4122 -5.4307 -1.4971 0.048
C -0.8490 3.7046 0.2986 -0.429
C 2.4616 -2.4652 -3.3119 0.026
C 1.6378 -0.3878 -4.3227 0.025
C -2.6885 -0.2545 -1.6722 -0.390
C 4.9430 1.2225 1.0713 0.056
C 0.6213 -0.3856 -3.3133 -0.125
C -2.9861 -0.3604 -3.0335 -0.103
C -0.5017 3.5306 1.7749 -0.400
C 2.9261 1.3591 -0.1698 -0.037
C -4.7026 1.0881 -1.3090 0.027
C 4.0547 -0.1010 4.4220 -0.006
C -5.0129 0.9892 -2.6749 -0.210
C -3.5199 0.4638 -0.8408 -0.158
C 2.5182 -1.4534 -4.3115 -0.237
C -4.1983 0.1734 -3.5200 0.037
C 1.4478 -2.3970 -2.3341 -0.125
H 4.8004 1.9597 -0.9524 0.131
H -2.3264 -0.8975 -3.6825 0.093
H -3.3020 0.5257 0.2127 0.085
H 4.5604 -0.2576 5.3672 0.127
H 2.1183 -0.8337 5.1109 0.135
H 1.6081 0.3250 -5.1332 0.127
H 3.1882 -3.2770 -3.2629 0.129
H 2.3605 1.6734 -1.0493 0.138
H -1.8478 -3.7208 -2.6756 0.105
H -3.3874 -5.2062 1.7685 0.142
H -2.4538 -6.0936 -2.3270 0.120
H -1.4412 3.8295 3.7178 0.120
H -4.5193 -0.0625 -4.5341 0.129
H 0.0688 0.1362 3.5699 0.138
H 1.3773 -3.1785 -1.5484 0.113
H -1.9436 5.1022 2.5172 0.130
H -2.5714 3.4348 2.3798 0.106
H -2.2460 -2.9531 1.4533 0.088
H -0.2126 0.3371 -3.3725 0.101
H 0.3709 -1.2855 2.7842 0.121
H 5.8345 0.7157 3.5395 0.142
H -5.2277 1.7184 -0.6082 0.124
H 6.0172 1.2753 1.1654 0.148
```

Summary:
- 2S+1: 1
- HOMO level: -14.26 eV
- Net charge: +2

=====

[2]
DFT (the ωB97M-V functional and the def2-TZVPD basis) results for a cluster of 2 separate species, C15H26ClN6 in total in a non-equilibrium geometry.

```
48
Properties=species:S:1:pos:R:3:lowdin_charge:R:1
Cl -6.2722 0.2498 -1.4463 0.563
N -0.3833 4.2083 0.2413 0.022
N 0.2006 2.8530 2.1806 0.059
N 2.4734 -1.8152 -2.1953 0.026
N -3.1349 1.7983 0.9389 -0.071
N -4.0713 -0.5096 0.4771 0.110
N -0.3956 1.7878 -0.0394 0.042
C -2.2834 2.9556 1.4229 -0.057
C 3.3335 -0.7757 -2.2676 -0.150
C -0.7091 2.8864 0.9522 -0.555
C -4.2803 2.0867 -0.0068 0.048
C 3.7813 -2.9138 -3.9011 -0.066
C 1.0206 -2.6683 0.2225 -0.133
C -1.1877 -1.5883 1.1901 -0.196
C -3.0253 0.3075 1.2086 -0.039
C 4.4227 -0.7349 -3.1232 -0.072
C -1.8801 -0.4595 2.1559 -0.094
C -4.8550 0.5692 -0.2866 -0.476
C 2.7172 -2.8606 -3.0152 -0.140
C 4.6484 -1.8274 -3.9539 -0.069
C 0.3368 -2.0230 1.6060 -0.358
C 1.3177 -0.7875 2.0519 -0.110
H 0.6265 1.7837 -0.2606 0.093
H 2.0104 -3.6822 -2.9395 0.106
H 1.1040 2.3824 1.9480 0.080
H -0.2830 2.4135 2.9944 0.071
H 3.1169 0.0511 -1.5974 0.094
H 0.3888 -2.9106 2.3995 0.145
H 0.8864 0.2278 1.6612 0.031
H -4.5966 3.1328 -0.4251 0.149
H -0.9455 1.8868 -0.9228 0.091
H 0.5332 -3.6931 -0.0838 0.088
H -2.4183 3.1492 2.5926 0.161
H -1.8544 -2.5726 1.3011 0.127
H -1.1657 0.3906 2.5245 0.088
H -2.7349 3.9306 0.9027 0.146
H -2.3763 -0.9426 3.1227 0.144
H 0.6357 4.3519 0.4333 0.079
H 5.0794 0.1275 -3.1411 0.104
H 0.7195 -1.8997 -0.6393 0.069
H 1.4252 -0.7969 3.2387 0.097
H -4.1961 -1.5461 0.4883 0.168
H -1.3190 -1.2487 0.0717 0.115
H 2.1913 -2.6782 0.2556 0.078
H 3.9301 -3.7806 -4.5351 0.106
H -0.4306 4.0149 -0.8038 0.086
H 5.4929 -1.8322 -4.6370 0.110
H 2.4063 -0.9981 1.6384 0.089
```

Summary:
- 2S+1: 1
- Relative energy (zero: lowest compared OMol25 entry of this formula, charge and spin): 811.9 kJ/mol
- HOMO level: -11.76 eV
- Net charge: +1

=====

[3]
DFT (the ωB97M-V functional and the def2-TZVPD basis) results for the molecule C14H10BrClO4S in a non-equilibrium geometry.

```
31
Properties=species:S:1:pos:R:3:lowdin_charge:R:1
Br 3.9494 -2.0680 3.8979 0.712
Cl -4.1494 4.0751 -2.7438 0.668
S -2.8880 2.5705 -0.5090 1.088
O -1.2882 -2.0231 -0.2802 -0.070
O -1.0540 -3.0866 1.7841 0.107
O -1.3655 0.7519 1.0861 0.087
O 0.2638 0.1478 -0.4716 0.066
C 2.2849 0.0493 0.6188 -0.180
C -0.8669 0.7696 -0.0451 -0.430
C -1.3228 1.8388 -0.9515 -0.449
C -0.6665 -2.2572 0.9724 -0.373
C -2.7094 -2.4503 -0.3233 -0.016
C 2.8050 -1.5543 2.4266 -0.632
C 1.5401 -2.0943 2.2838 -0.012
C -1.7710 2.8974 -2.8802 -0.147
C 0.5906 -1.5548 1.3069 -0.024
C -2.8436 3.1884 -2.1333 -1.051
C 3.1420 -0.4475 1.6433 -0.072
C 0.9998 -0.5204 0.4735 -0.155
C 2.8476 1.1580 -0.2163 -0.018
C -0.8272 2.1050 -2.0922 -0.079
H -1.7045 3.2125 -3.8805 0.094
H 2.4223 2.1010 0.0492 0.076
H 2.5479 0.8178 -1.2764 0.121
H 3.9083 1.0741 0.1629 0.092
H -2.7758 -3.4368 -0.7565 0.083
H 1.1164 -2.8241 2.8422 0.077
H -3.2711 -2.3278 0.6293 0.106
H -3.1549 -1.6934 -1.0072 0.095
H 4.1522 -0.0495 1.8101 0.106
H 0.0884 1.6308 -2.4202 0.131
```

Summary:
- 2S+1: 1
- SMILES: COC(=O)c1cc(Br)cc(C)c1OC(=O)c1ccc(Cl)s1
- Relative energy (zero: lowest compared OMol25 entry of this formula, charge and spin): 0.0 kJ/mol
- HOMO level: -9.29 eV

=====

[4]
DFT (the ωB97M-V functional and the def2-TZVPD basis) results for a cluster of 2 separate species, C5H4O in total in a non-equilibrium geometry.

```
10
Properties=species:S:1:pos:R:3:lowdin_charge:R:1
O 1.1711 2.3967 -2.3238 0.015
C -0.9912 0.0076 0.4210 -0.178
C -0.0289 -0.7381 1.2820 -0.212
C 0.3666 -0.0405 -0.3260 0.013
C 0.7864 -1.2156 0.2655 -0.047
C 0.3694 1.6498 -2.6129 -0.022
H -1.8592 -0.6576 0.0028 0.127
H 0.3452 -0.3317 2.2283 0.107
H -1.6704 0.8836 0.7476 0.115
H 1.5110 -1.9542 0.3156 0.081
```

Summary:
- 2S+1: 3
- Relative energy (zero: lowest compared OMol25 entry of this formula, charge and spin): 285.5 kJ/mol
- HOMO level (spin up / spin down): -5.59 / -10.24 eV

=====

[5]
DFT (the ωB97M-V functional and the def2-TZVPD basis) results for a cluster of 2 separate species, C5H12O in total.

```
18
Properties=species:S:1:pos:R:3:lowdin_charge:R:1
O 0.1700 1.2177 -0.4180 -0.088
C -1.2695 0.4448 1.3341 -0.233
C 1.1255 1.2111 -1.3203 -0.266
C -0.0918 0.2716 0.4344 -0.207
C 2.2854 0.3041 -1.1437 -0.118
C -2.0681 -0.8522 1.5033 -0.116
H -0.9462 0.7937 2.3279 0.108
H -2.4910 -1.1790 0.5473 0.070
H -0.5306 -0.7652 -1.5738 0.080
H 2.0054 -0.7582 -1.1959 0.067
H 2.7582 0.4530 -0.1548 0.087
H -2.8869 -0.7162 2.2179 0.069
H -0.1701 -0.3470 -2.1040 0.070
H 3.0347 0.4936 -1.9160 0.078
H 0.6417 -0.5155 0.5752 0.108
H -1.9072 1.2339 0.9185 0.115
H 1.1672 2.1353 -1.8801 0.105
H -1.4291 -1.6599 1.8800 0.072
```

Summary:
- 2S+1: 1
- Relative energy (zero: lowest compared OMol25 entry of this formula, charge and spin): 405.9 kJ/mol
- HOMO level (spin up / spin down): -6.93 / -6.98 eV

=====

[6]
DFT (the ωB97M-V functional and the def2-TZVPD basis) results for a structure of composition C35H33BrIrN4O6P.

```
81
Properties=species:S:1:pos:R:3:lowdin_charge:R:1
Ir 0.4878 -0.9199 0.7014 1.431
Br -1.4979 -4.8762 5.8783 0.852
P -0.4995 -0.2544 -3.6686 0.979
O -0.5150 0.3996 -1.2472 -0.214
O -0.9311 2.5422 -1.8588 0.148
O 2.5539 -0.7806 1.8613 -0.004
O -1.7336 -1.5681 0.0606 -0.084
O -0.0853 -3.0339 0.0180 -0.056
O 3.4170 0.5276 3.3897 0.195
N 1.1332 1.1487 0.7177 -0.005
N -1.4128 0.0923 -2.3490 -0.144
N 0.0075 -1.8891 2.6865 -0.073
N -3.4927 -2.9651 -1.1598 0.114
C -0.8743 -3.6504 4.6183 -0.688
C -2.1535 -3.6673 -0.9927 -0.133
C 2.6099 2.7786 1.6666 0.014
C 2.7178 0.3485 2.2897 -0.444
C 0.6165 2.1072 -0.1101 -0.178
C -3.0808 -0.7203 -4.5684 -0.082
C 2.0508 3.2847 -5.0418 -0.046
C 1.0420 3.4619 -0.0104 0.035
C 2.2490 -2.8376 -2.1276 -0.059
C -1.2012 -1.7427 3.2474 -0.119
C -1.6812 -2.5969 4.2161 -0.091
C -3.6217 -1.1166 -6.8804 -0.047
C -0.3011 1.7058 -1.0821 -0.361
C -1.2552 -2.6898 -0.2515 -0.640
C -2.2822 -0.9975 -7.2244 -0.046
C 0.7904 3.0792 -5.5850 -0.047
C -1.7333 -0.5914 -4.9151 -0.310
C 2.2220 -3.9001 -3.0223 -0.045
C -4.0203 -0.9774 -5.5570 -0.062
C 0.5372 1.0923 -4.2414 -0.284
C -1.3377 -0.7294 -6.2466 -0.097
C 0.0295 1.9931 -5.1809 -0.072
C 0.5562 -1.6938 -3.4245 -0.262
C 0.3895 -3.7935 4.0717 -0.073
C 0.5346 -2.7690 -4.3152 -0.062
C 2.5499 2.4104 -4.0847 -0.052
C 0.7919 -2.8932 3.1047 -0.108
C -3.7080 -4.4918 0.6536 -0.130
C 1.4135 -1.7494 -2.3195 -0.129
C -2.4584 -4.9039 -0.1367 -0.092
C 2.1282 1.5074 1.5592 -0.200
C 1.3568 -3.8700 -4.1055 -0.052
C -4.5289 -3.7482 -0.3890 -0.081
C 1.8019 1.3121 -3.6882 -0.067
C 2.0267 3.7941 0.8644 -0.018
H -1.5243 1.9671 -2.4102 0.120
H 3.4425 3.0138 2.3167 0.124
H -0.9551 1.8440 -5.6057 0.110
H -3.4437 -3.8328 1.4836 0.118
H 1.7719 -2.9638 2.6541 0.115
H -1.6027 -5.1368 0.4916 0.129
H -1.7979 -0.9058 2.9060 0.120
H -4.2553 -5.3440 1.0498 0.131
H 0.3994 3.7649 -6.3258 0.118
H 1.3252 -4.7009 -4.7975 0.116
H 2.2181 0.6249 -2.9659 0.098
H -5.0072 -4.4465 -1.0712 0.138
H -5.0691 -1.0588 -5.2989 0.112
H -1.7039 -3.8894 -1.9566 0.166
H -1.9739 -1.1087 -8.2560 0.120
H 3.4426 1.4563 3.6597 0.129
H 2.8807 -4.7474 -2.8771 0.119
H -2.6609 -2.4442 4.6471 0.115
H -0.2948 -0.6184 -6.5237 0.124
H -0.1132 -2.7499 -5.1806 0.098
H 2.6517 4.1216 -5.3740 0.118
H -2.6717 -5.7687 -0.7641 0.131
H 1.4337 -0.9412 -1.6028 0.055
H -3.3771 -0.5863 -3.5362 0.084
H 1.0489 -4.5916 4.3831 0.119
H 2.9205 -2.8574 -1.2780 0.118
H 3.5313 2.5734 -3.6592 0.115
H 0.5887 4.1959 -0.6623 0.134
H -3.3009 -2.0562 -0.7176 0.141
H 2.3815 4.8132 0.9354 0.125
H -3.7492 -2.8043 -2.1304 0.173
H -5.2767 -3.0676 0.0084 0.138
H -4.3594 -1.3066 -7.6494 0.119
```

Summary:
- 2S+1: 5
- Relative energy (zero: lowest compared OMol25 entry of this formula, charge and spin): 320.4 kJ/mol
- HOMO level (spin up / spin down): -11.53 / -13.81 eV
- Net charge: +2